[1]
Entry from the OMol25 dataset: C22H26N2O5S in the gas phase (wB97M-V/def2-TZVPD).

Geometry (Å):
C (-0.6749, -5.6597, 2.7551)
C (-0.3218, -4.4061, 1.9687)
H (-1.0846, -4.2150, 1.2103)
H (0.6364, -4.5327, 1.4594)
C (-0.2021, -3.1810, 2.8748)
C (0.3028, -1.9850, 2.0802)
O (1.3509, -1.9659, 1.4864)
N (-0.5940, -0.9599, 2.1141)
C (-1.7268, -1.1132, 2.8735)
N (-2.6075, -0.2176, 3.0895)
C (-2.4019, 1.0494, 2.5795)
C (-1.3670, 1.3223, 1.7437)
C (-1.1150, 2.6619, 1.2180)
O (-1.7277, 3.6662, 1.5044)
O (-0.0949, 2.6541, 0.3350)
C (0.3015, 3.9056, -0.1979)
C (1.2735, 4.6254, 0.7499)
O (2.3640, 3.8443, 1.1616)
C (3.2563, 3.4803, 0.1358)
H (2.8232, 2.7337, -0.5381)
H (3.5661, 4.3562, -0.4477)
H (4.1250, 3.0498, 0.6307)
H (1.6158, 5.5482, 0.2552)
H (0.7457, 4.8841, 1.6709)
H (-0.5768, 4.5420, -0.3493)
H (0.7697, 3.6792, -1.1576)
C (-0.4445, 0.2237, 1.2590)
C (-0.7849, -0.1501, -0.1577)
C (0.1059, -0.1298, -1.1453)
C (-0.1403, -0.4697, -2.5373)
C (-1.4208, -0.5743, -3.0729)
C (-1.6239, -0.9053, -4.3992)
C (-0.5348, -1.1381, -5.2190)
C (0.7522, -1.0324, -4.7190)
C (0.9646, -0.6955, -3.3880)
O (2.1965, -0.5668, -2.8237)
C (3.3351, -0.8397, -3.6013)
H (4.1842, -0.7054, -2.9326)
H (3.3307, -1.8686, -3.9747)
H (3.4260, -0.1463, -4.4442)
H (1.5854, -1.2132, -5.3798)
H (-0.6798, -1.3995, -6.2566)
H (-2.6264, -0.9788, -4.7922)
H (-2.2717, -0.3785, -2.4392)
H (1.1268, 0.1395, -0.9160)
H (-1.8141, -0.4468, -0.3108)
H (0.6037, 0.5401, 1.3130)
C (-3.3939, 2.0502, 3.0588)
H (-2.8950, 2.8245, 3.6380)
H (-3.8705, 2.5470, 2.2168)
H (-4.1357, 1.5472, 3.6719)
S (-1.8060, -2.6894, 3.5997)
H (0.4868, -3.3954, 3.6963)
H (-0.7772, -6.5071, 2.0827)
H (0.1008, -5.8874, 3.4825)
H (-1.6152, -5.5206, 3.2845)

Forces on atoms 1 to 3 (eV/Å):
C 0.0 0.2 -0.2
C 0.1 0.0 0.1
H 0.0 0.1 0.0

Its SMILES is CC[C@@H]1SC2=NC(C)=C(C(=O)OCCOC)[C@H](/C=C/c3ccccc3OC)N2C1=O.

natural (NBO) population analysis, charges in e, atoms 1 to 2:
1. C -0.607
2. C -0.398



[2]
Entry from the OMol25 dataset: 2 unconnected molecules or ions with the total composition C3HO2S3 at a distorted geometry (wB97M-V/def2-TZVPD).

Geometry (Å):
C (0.4582, 2.4495, 1.5801)
C (-2.3542, -0.3894, 2.4480)
C (0.4414, 0.9576, 0.9010)
O (-2.3705, -1.3134, 3.1523)
O (-2.4429, 0.5738, 1.8349)
S (-0.7993, 3.2056, 2.2573)
S (0.5664, -0.4550, 1.7619)
S (1.0806, 0.9642, -0.6952)
H (2.3065, 0.5518, -0.5207)

Forces on atoms 1 to 3 (eV/Å):
C -1.2 -3.6 -1.0
C 0.0 -0.4 1.0
C 0.8 3.2 2.4

Its net charge is -1.

natural (NBO) population analysis, charges in e, atoms 1 to 2:
1. C -0.252
2. C 1.038



[3]
Entry from the OMol25 dataset: 2 unconnected molecules or ions with the total composition C7H16FN2 at a distorted geometry (wB97M-V/def2-TZVPD).

Geometry (Å):
C (-0.8331, 2.3744, -0.9302)
C (2.3487, -1.4154, 0.3338)
C (-3.1457, 1.4105, 1.0633)
C (4.4121, -2.2681, 1.1791)
C (-0.8989, 0.2979, -2.0752)
C (-2.3915, 0.1272, 0.7509)
C (-0.9269, 0.3859, 0.3564)
N (3.4548, -2.0444, 0.1294)
N (-0.8651, 1.1066, -0.8926)
F (1.6508, -1.3313, -0.8657)
H (-0.7870, 2.9534, -0.0188)
H (-0.8386, 2.9067, -1.8708)
H (-3.2046, 2.0677, 0.1962)
H (-4.1634, 1.1733, 1.3598)
H (-2.6763, 1.9478, 1.8833)
H (4.6027, -3.3358, 1.2988)
H (5.3536, -1.7728, 0.9340)
H (4.0173, -1.8618, 2.1082)
H (-0.9897, 0.9053, -2.9735)
H (0.0167, -0.2950, -2.1304)
H (-1.7340, -0.4012, -2.0251)
H (-2.9021, -0.4197, -0.0429)
H (-2.3777, -0.5112, 1.6335)
H (-0.4425, 0.9680, 1.1422)
H (-0.3981, -0.5613, 0.2453)
H (3.7189, -2.4067, -0.7891)

Forces on atoms 1 to 3 (eV/Å):
C 0.1 0.3 0.0
C -3.7 1.5 -1.9
C 0.0 -0.2 0.0

The spin multiplicity is 3. Its net charge is +1.

natural (NBO) population analysis, charges in e, atoms 1 to 2:
1. C 0.106
2. C 0.486



[4]
Entry from the OMol25 dataset: 3 unconnected molecules or ions with the total composition H6O3 at a distorted geometry (wB97M-V/def2-TZVPD).

Geometry (Å):
H (-0.1381, -0.2201, -0.3244)
H (-0.9600, 1.0519, -0.3259)
H (3.6586, -0.6884, 0.0486)
H (2.1727, -0.1005, 0.1269)
H (-2.9625, 0.2585, -0.2253)
H (-2.2722, -0.7569, 0.6381)
O (-0.4305, 0.5417, 0.1860)
O (3.0436, 0.0859, -0.0347)
O (-2.1116, -0.1722, -0.0892)

Forces on atoms 1 to 3 (eV/Å):
H -0.2 0.6 -0.1
H -1.5 2.0 -2.2
H -1.6 1.0 0.0

Its SMILES is O.O.O.

natural (NBO) population analysis, charges in e, atoms 1 to 2:
1. H 0.459
2. H 0.468



[5]
Entry from the OMol25 dataset: 2 unconnected molecules or ions with the total composition H2 at a distorted geometry (wB97M-V/def2-TZVPD).

Geometry (Å):
H (0.2390, -0.8292, 0.2310)
H (-0.2390, 0.8292, -0.2310)

Cartesian forces, eV/Å:
H -1.0 3.3 -0.9
H 1.0 -3.3 0.9

Computed Löwdin charges, given in elementary charges:
1. H 0.000
2. H 0.000



[6]
Entry from the OMol25 dataset: C12H12N2O3S in the gas phase (wB97M-V/def2-TZVPD).

Geometry (Å):
O (-0.1340, 1.8790, -0.1079)
C (0.3908, 0.8161, -0.3573)
N (1.0035, 0.5851, -1.5536)
C (1.0575, 1.5359, -2.5452)
N (1.6266, 1.3310, -3.6842)
C (1.5299, 2.4308, -4.4719)
C (0.8760, 3.4837, -3.9224)
S (0.3394, 3.1071, -2.3244)
H (0.6811, 4.4436, -4.3536)
H (1.9662, 2.3955, -5.4530)
H (1.4577, -0.2933, -1.7601)
C (0.3908, -0.3821, 0.5726)
H (1.3526, -0.8965, 0.4925)
C (-0.7915, -1.3169, 0.2306)
H (-0.8908, -1.5287, -0.8330)
C (-1.9594, -0.5878, 0.8929)
C (-1.3176, -0.5552, 2.2717)
H (-1.8813, -0.0890, 3.0752)
C (0.0782, 0.0307, 2.0327)
C (0.9649, -0.7789, 2.9679)
O (2.0472, -0.4918, 3.3830)
O (0.3462, -1.9381, 3.2447)
C (-0.8854, -2.0112, 2.5349)
H (-1.5663, -2.6099, 3.1394)
C (-0.6775, -2.5685, 1.1092)
H (0.2882, -3.0660, 1.0271)
H (-1.4582, -3.2840, 0.8544)
H (0.1781, 1.1047, 2.1770)
H (-2.1254, 0.4101, 0.4935)
H (-2.8874, -1.1554, 0.8673)

Forces on atoms 1 to 3 (eV/Å):
O -0.2 0.1 0.3
C 0.3 -0.6 0.1
N 0.1 -0.3 0.0

Its SMILES is O=C(Nc1nccs1)[C@@H]1[C@@H]2C[C@@H]3[C@H]1C(=O)O[C@@H]3C2.

natural (NBO) population analysis, charges in e, atoms 1 to 2:
1. O -0.600
2. C 0.706



How do the records compare in ΔE to the lowest compared entry with this formula, charge and spin? In the order shown, they have 2.038, 1.790, 0.000, 3.490, 4.309, 0.000 eV.